{
  "formula": "C6H18NO",
  "method": "ωB97M-V/def2-TZVPD",
  "symbols": ["C", "C", "C", "C", "C", "C", "N", "H", "H", "H", "H", "H", "H", "H", "H", "H", "H", "H", "H", "H", "H", "H", "H", "H", "H", "O"],
  "xyz": [[-0.349, -1.194, -1.876], [-0.312, 0.250, -1.267], [0.918, 0.582, -0.577], [1.027, 2.041, -0.151], [1.087, -0.251, 0.789], [2.503, -0.228, 1.504], [-1.452, 0.309, -0.109], [-0.938, -1.042, -2.783], [-0.885, -1.916, -1.262], [0.612, -1.700, -2.166], [-0.445, 0.977, -2.130], [1.828, 0.287, -1.249], [2.067, 2.116, 0.246], [0.338, 2.269, 0.590], [0.902, 2.831, -0.836], [0.835, -1.294, 0.559], [0.326, -0.037, 1.506], [2.983, 0.708, 1.479], [3.272, -0.791, 1.006], [2.163, -0.443, 2.477], [-1.778, -0.637, 0.113], [-2.339, 0.616, -0.543], [-1.116, 0.836, 0.777], [-3.360, -2.138, 1.399], [-4.359, -0.941, 1.414], [-3.530, -1.209, 1.089]],
  "gap_ev": [12.0, 4.4],
  "largest_force_ev_per_a": 4.597,
  "s_squared": 0.753,
  "energy_ev": -10029.4968,
  "relative_energy_kcal_mol": 32.1,
  "multiplicity": 2,
  "homo_ha": [-0.6930, -0.6930],
  "charge": 2
}

---

{
  "formula": "C6H18NO2",
  "method": "ωB97M-V/def2-TZVPD",
  "symbols": ["C", "C", "C", "C", "C", "C", "N", "H", "H", "H", "H", "H", "H", "H", "H", "H", "H", "H", "H", "H", "H", "H", "H", "O", "H", "H", "O"],
  "xyz": [[-1.931, 0.265, 0.551], [-1.064, -0.893, 0.156], [0.146, -0.535, -0.683], [1.215, -1.328, -0.658], [0.094, 0.626, -1.693], [-0.050, 0.128, -3.144], [-1.127, 1.214, 1.402], [-2.765, -0.112, 1.146], [-2.419, 0.773, -0.273], [-1.699, -1.541, -0.453], [-0.741, -1.481, 1.008], [2.063, -1.187, -1.285], [1.078, -2.148, 0.027], [-0.736, 1.286, -1.453], [1.018, 1.165, -1.497], [0.922, 0.011, -3.617], [-0.495, -0.867, -3.141], [-0.635, 0.862, -3.693], [-0.834, 2.037, 0.873], [-0.286, 0.743, 1.757], [-1.659, 1.668, 2.144], [1.867, -1.504, 1.949], [1.330, -2.006, 3.238], [1.065, -1.465, 2.483], [2.322, 1.428, 2.312], [1.725, 1.261, 0.827], [1.594, 1.599, 1.714]],
  "gap_ev": 10.0,
  "largest_force_ev_per_a": 1.643,
  "energy_ev": -12092.2659,
  "relative_energy_kcal_mol": 9.3,
  "homo_ha": -0.4805,
  "charge": 1
}

---

{
  "formula": "C6H18NaO8P2",
  "method": "ωB97M-V/def2-TZVPD",
  "symbols": ["Na", "C", "O", "P", "O", "O", "C", "O", "C", "H", "H", "H", "H", "H", "H", "H", "H", "H", "C", "O", "P", "O", "O", "C", "O", "C", "H", "H", "H", "H", "H", "H", "H", "H", "H"],
  "xyz": [[2.916, -1.420, -3.060], [-4.556, -2.718, -1.622], [-3.182, -2.694, -1.938], [-2.250, -1.613, -1.160], [-0.884, -1.393, -1.748], [-2.282, -2.236, 0.353], [-1.670, -3.568, 0.670], [-3.032, -0.183, -1.075], [-3.335, 0.603, -2.211], [-4.835, -3.700, -1.241], [-5.246, -2.533, -2.445], [-4.913, -2.042, -0.845], [-1.280, -3.607, 1.687], [-0.940, -3.929, -0.054], [-2.366, -4.403, 0.590], [-2.893, 0.156, -3.102], [-2.788, 1.544, -2.155], [-4.422, 0.684, -2.249], [2.370, -0.334, 2.237], [3.279, 0.704, 2.314], [3.179, 1.923, 1.242], [3.195, 1.406, -0.165], [4.461, 2.812, 1.704], [5.246, 3.649, 0.873], [1.868, 2.751, 1.677], [0.644, 2.614, 0.914], [2.256, -0.866, 3.181], [2.728, -1.048, 1.495], [1.371, 0.033, 1.999], [5.100, 4.686, 1.175], [5.125, 3.508, -0.201], [6.305, 3.428, 1.009], [0.253, 3.613, 0.719], [-0.093, 2.050, 1.486], [0.672, 2.124, -0.060]],
  "gap_ev": 8.2,
  "largest_force_ev_per_a": 3.109,
  "energy_ev": -45885.9637,
  "relative_energy_kcal_mol": 73.1,
  "homo_ha": -0.4767,
  "charge": 1
}

---

{
  "formula": "C6H18O2",
  "method": "ωB97M-V/def2-TZVPD",
  "symbols": ["C", "C", "C", "C", "C", "C", "H", "H", "H", "H", "H", "H", "H", "H", "H", "H", "H", "H", "H", "H", "O", "H", "H", "O", "H", "H"],
  "xyz": [[0.426, 0.370, 1.730], [0.627, -0.446, 0.497], [0.277, -1.947, 0.577], [-1.226, -2.247, 0.700], [-2.189, -1.449, -0.189], [-2.051, -1.793, -1.705], [0.881, 1.358, 1.694], [-0.634, 0.497, 1.967], [0.845, -0.073, 2.643], [0.028, 0.000, -0.295], [1.664, -0.509, 0.148], [0.579, -2.507, -0.309], [0.716, -2.379, 1.480], [-1.606, -2.044, 1.708], [-1.397, -3.305, 0.477], [-3.230, -1.667, 0.030], [-2.117, -0.372, -0.054], [-1.154, -2.396, -1.875], [-1.985, -0.904, -2.330], [-2.862, -2.445, -2.008], [2.517, 2.602, -0.156], [3.394, 2.310, 0.067], [2.277, 2.888, 0.713], [1.993, 5.622, -2.160], [1.681, 4.769, -1.833], [2.547, 6.067, -1.516]],
  "gap_ev": 11.2,
  "largest_force_ev_per_a": 1.809,
  "energy_ev": -10608.5643,
  "smiles": "CCCCCC.O.O",
  "relative_energy_kcal_mol": 8.9,
  "homo_ha": -0.3920
}

---

{
  "formula": "C6H18O3S3Sn",
  "method": "ωB97M-V/def2-TZVPD",
  "symbols": ["Sn", "C", "S", "O", "C", "H", "H", "H", "H", "H", "H", "C", "S", "O", "C", "H", "H", "H", "H", "H", "H", "C", "S", "O", "C", "H", "H", "H", "H", "H", "H"],
  "xyz": [[0.737, -1.633, 0.811], [2.361, 2.806, 2.247], [2.704, 2.106, 0.634], [2.171, 0.685, 0.720], [1.494, 3.036, -0.319], [2.709, 3.841, 2.207], [2.849, 2.284, 3.065], [1.282, 2.831, 2.389], [0.457, 2.820, -0.052], [1.544, 2.576, -1.309], [1.680, 4.107, -0.331], [-3.171, -0.037, 2.207], [-1.763, 0.920, 2.802], [-0.463, 0.234, 2.398], [-1.973, 2.288, 1.664], [-4.082, 0.528, 2.387], [-3.149, -0.972, 2.766], [-3.036, -0.279, 1.152], [-1.271, 3.088, 1.882], [-2.977, 2.708, 1.778], [-2.004, 1.931, 0.634], [1.742, -3.722, -2.785], [0.109, -4.214, -2.215], [-0.195, -3.367, -0.981], [-0.828, -3.530, -3.575], [1.835, -2.634, -2.833], [1.936, -4.141, -3.771], [2.491, -4.078, -2.080], [-0.753, -2.445, -3.499], [-1.885, -3.776, -3.459], [-0.551, -3.959, -4.535]],
  "gap_ev": 6.7,
  "largest_force_ev_per_a": 1.753,
  "energy_ev": -50975.4017,
  "relative_energy_kcal_mol": 0.0,
  "homo_ha": -0.5765,
  "charge": 2
}

---

{
  "formula": "C6H18O5",
  "method": "ωB97M-V/def2-TZVPD",
  "symbols": ["C", "C", "C", "C", "C", "C", "O", "H", "H", "H", "H", "H", "H", "H", "H", "H", "H", "O", "H", "H", "O", "H", "H", "O", "H", "H", "O", "H", "H"],
  "xyz": [[0.998, 1.454, 0.423], [1.653, 0.461, -0.215], [2.507, 1.063, -1.317], [1.476, -0.998, 0.114], [1.231, -1.237, 1.629], [-0.172, -1.080, 2.280], [-0.429, -1.307, 3.410], [1.118, 2.531, 0.321], [0.216, 1.378, 1.214], [3.418, 0.513, -1.614], [2.974, 2.062, -1.062], [1.973, 1.211, -2.239], [0.558, -1.311, -0.392], [2.398, -1.332, -0.312], [1.986, -0.837, 2.220], [1.321, -2.375, 1.828], [-0.945, -0.868, 1.549], [-0.326, -1.155, -3.489], [-0.366, -1.949, -3.066], [-0.365, -0.352, -2.825], [-2.390, -2.053, 0.360], [-2.529, -1.398, 0.977], [-1.596, -2.473, 0.550], [-2.746, 0.570, 0.642], [-3.347, 0.777, 1.291], [-3.299, 0.734, -0.183], [-1.741, 3.016, -0.571], [-2.356, 2.698, -1.220], [-1.218, 2.258, -0.305]],
  "gap_ev": 9.8,
  "largest_force_ev_per_a": 6.118,
  "energy_ev": -16748.5135,
  "smiles": "C=C(C)CCC=O.O.O.O.O",
  "relative_energy_kcal_mol": 96.3,
  "homo_ha": -0.3550
}

---

Copy entry 1 word for word.
{
  "formula": "C6H18NO",
  "method": "ωB97M-V/def2-TZVPD",
  "symbols": ["C", "C", "C", "C", "C", "C", "N", "H", "H", "H", "H", "H", "H", "H", "H", "H", "H", "H", "H", "H", "H", "H", "H", "H", "H", "O"],
  "xyz": [[-0.349, -1.194, -1.876], [-0.312, 0.250, -1.267], [0.918, 0.582, -0.577], [1.027, 2.041, -0.151], [1.087, -0.251, 0.789], [2.503, -0.228, 1.504], [-1.452, 0.309, -0.109], [-0.938, -1.042, -2.783], [-0.885, -1.916, -1.262], [0.612, -1.700, -2.166], [-0.445, 0.977, -2.130], [1.828, 0.287, -1.249], [2.067, 2.116, 0.246], [0.338, 2.269, 0.590], [0.902, 2.831, -0.836], [0.835, -1.294, 0.559], [0.326, -0.037, 1.506], [2.983, 0.708, 1.479], [3.272, -0.791, 1.006], [2.163, -0.443, 2.477], [-1.778, -0.637, 0.113], [-2.339, 0.616, -0.543], [-1.116, 0.836, 0.777], [-3.360, -2.138, 1.399], [-4.359, -0.941, 1.414], [-3.530, -1.209, 1.089]],
  "gap_ev": [12.0, 4.4],
  "largest_force_ev_per_a": 4.597,
  "s_squared": 0.753,
  "energy_ev": -10029.4968,
  "relative_energy_kcal_mol": 32.1,
  "multiplicity": 2,
  "homo_ha": [-0.6930, -0.6930],
  "charge": 2
}